(1)
{
  "formula": "C42H57BCsN5O4P2S",
  "method": "wB97M-V/def2-TZVPD",
  "total_charge": -2,
  "e_homo_ev": -0.592,
  "molar_mass_g_mol": 933.68,
  "gap_ev": 3.663,
  "lumo_energy_ev": 3.1,
  "relative_energy_kcal_mol": 7.9,
  "symbols": ["Cs", "C", "C", "C", "C", "P", "C", "N", "B", "N", "C", "P", "C", "C", "C", "C", "C", "C", "C", "C", "C", "C", "C", "C", "C", "C", "C", "C", "C", "C", "H", "H", "H", "H", "H", "H", "H", "H", "H", "H", "H", "H", "H", "H", "H", "H", "H", "H", "H", "H", "H", "H", "H", "H", "H", "H", "H", "H", "H", "H", "H", "H", "H", "H", "H", "H", "H", "H", "H", "H", "H", "H", "H", "H", "C", "C", "C", "C", "C", "C", "C", "C", "C", "S", "C", "N", "H", "H", "H", "H", "H", "H", "H", "H", "N", "C", "H", "O", "C", "O", "C", "C", "C", "C", "C", "C", "N", "O", "O", "H", "H", "H", "H"],
  "coordinates": [[-0.430, -0.413, -0.695], [4.312, -2.003, 2.745], [2.911, -1.890, 3.351], [2.059, -3.009, 2.729], [3.009, -2.123, 4.862], [2.046, -0.305, 2.751], [0.789, -0.201, 4.123], [-0.302, 0.698, 3.841], [-0.922, 0.946, 2.508], [-1.957, 1.941, 2.934], [-2.878, 2.654, 2.081], [-3.333, 1.706, 0.545], [-3.967, 3.144, -0.509], [-2.680, 3.719, -1.127], [-4.814, 2.600, -1.662], [-4.725, 4.274, 0.192], [-4.814, 0.700, 1.161], [-5.176, -0.313, 0.067], [-6.070, 1.460, 1.584], [-4.303, -0.090, 2.376], [-1.921, 2.210, 4.282], [-2.670, 3.065, 5.076], [-2.425, 3.098, 6.455], [-1.449, 2.296, 7.020], [-0.678, 1.437, 6.226], [-0.902, 1.402, 4.858], [3.152, 1.174, 3.161], [3.903, 1.158, 4.492], [4.150, 1.338, 2.007], [2.226, 2.400, 3.141], [4.680, -3.027, 2.888], [5.022, -1.331, 3.230], [4.297, -1.797, 1.672], [2.462, -3.986, 3.022], [2.080, -2.935, 1.640], [1.018, -2.962, 3.055], [3.520, -3.077, 5.042], [2.029, -2.186, 5.336], [3.578, -1.344, 5.367], [1.289, 0.100, 5.048], [0.419, -1.219, 4.294], [-2.446, 3.608, 1.756], [-3.790, 2.907, 2.635], [-2.178, 2.967, -1.737], [-1.971, 4.057, -0.368], [-2.928, 4.580, -1.760], [-4.328, 1.745, -2.137], [-4.935, 3.380, -2.423], [-5.810, 2.297, -1.337], [-4.105, 4.774, 0.937], [-5.631, 3.928, 0.684], [-5.015, 5.030, -0.549], [-5.632, 0.163, -0.802], [-5.896, -1.037, 0.466], [-4.294, -0.853, -0.281], [-6.558, 1.949, 0.740], [-5.856, 2.213, 2.345], [-6.791, 0.755, 2.016], [-3.362, -0.599, 2.155], [-5.056, -0.834, 2.659], [-4.120, 0.558, 3.236], [-3.430, 3.703, 4.643], [-3.010, 3.761, 7.083], [-1.274, 2.330, 8.089], [0.080, 0.812, 6.682], [4.665, 0.377, 4.527], [3.229, 1.024, 5.341], [4.412, 2.120, 4.628], [4.898, 0.547, 1.979], [4.674, 2.294, 2.117], [3.638, 1.337, 1.043], [1.549, 2.418, 3.996], [1.616, 2.425, 2.235], [2.842, 3.306, 3.171], [1.135, 1.574, -4.605], [1.800, 0.226, -4.671], [1.907, -0.458, -5.908], [2.520, -1.674, -5.940], [3.037, -2.238, -4.752], [3.683, -3.496, -4.739], [4.149, -3.982, -3.548], [3.990, -3.259, -2.356], [3.362, -2.020, -2.300], [3.146, -1.181, -0.802], [2.877, -1.493, -3.557], [2.266, -0.279, -3.556], [0.853, 1.919, -5.601], [1.806, 2.304, -4.151], [0.242, 1.516, -3.979], [1.498, -0.007, -6.804], [2.621, -2.228, -6.868], [3.791, -4.046, -5.667], [4.647, -4.946, -3.510], [4.361, -3.677, -1.428], [2.266, 1.897, -1.343], [2.008, 3.012, -1.151], [2.506, 0.892, -1.464], [-2.567, -1.132, -2.210], [-2.355, -0.129, -2.917], [-1.501, 0.771, -2.769], [-3.294, 0.043, -4.129], [-4.322, -0.868, -4.345], [-5.198, -0.705, -5.406], [-5.013, 0.387, -6.238], [-3.999, 1.312, -6.055], [-3.138, 1.128, -4.984], [-5.941, 0.573, -7.368], [-5.761, 1.529, -8.109], [-6.827, -0.255, -7.530], [-4.413, -1.694, -3.653], [-6.007, -1.395, -5.592], [-3.899, 2.148, -6.731], [-2.333, 1.822, -4.779]]
}

***

(2)
{
  "formula": "C41H34N2O6P",
  "method": "wB97M-V/def2-TZVPD",
  "total_charge": 1,
  "e_homo_ev": -11.047,
  "molar_mass_g_mol": 681.71,
  "gap_ev": 7.946,
  "lumo_energy_ev": -3.1,
  "symbols": ["C", "C", "C", "C", "N", "C", "C", "N", "P", "O", "O", "C", "C", "C", "C", "C", "C", "C", "H", "H", "H", "H", "H", "H", "H", "H", "H", "H", "H", "H", "H", "H", "H", "H", "H", "H", "C", "C", "C", "C", "C", "C", "C", "O", "C", "C", "C", "C", "C", "C", "C", "O", "H", "H", "H", "H", "H", "H", "H", "H", "C", "C", "C", "C", "C", "C", "C", "O", "C", "C", "C", "C", "C", "C", "C", "O", "H", "H", "H", "H", "H", "H", "H", "H"],
  "coordinates": [[-3.484, -4.644, 3.983], [-2.147, -4.234, 3.419], [-2.096, -2.780, 2.827], [-3.401, -2.146, 2.620], [-4.041, -2.108, 1.451], [-5.254, -1.472, 1.566], [-5.358, -1.092, 2.848], [-4.208, -1.518, 3.496], [-3.896, -1.205, 5.178], [-2.572, -1.650, 5.603], [-1.212, -4.364, 4.441], [0.155, -4.399, 4.059], [0.829, -3.085, 4.298], [1.809, -2.638, 3.424], [2.418, -1.413, 3.625], [2.033, -0.626, 4.698], [1.060, -1.068, 5.572], [0.461, -2.298, 5.377], [-4.308, -4.420, 3.314], [-3.630, -4.182, 4.954], [-3.480, -5.715, 4.142], [-1.889, -4.910, 2.604], [-1.612, -2.799, 1.856], [-1.497, -2.158, 3.481], [-3.663, -2.495, 0.599], [-5.925, -1.329, 0.745], [-6.151, -0.557, 3.330], [-5.015, -1.814, 5.743], [-4.151, 0.165, 5.183], [0.250, -4.659, 3.006], [0.619, -5.193, 4.633], [2.104, -3.239, 2.579], [3.176, -1.076, 2.940], [2.490, 0.336, 4.851], [0.763, -0.455, 6.407], [-0.312, -2.626, 6.050], [-1.295, -0.923, -7.228], [-2.142, -1.958, -6.850], [-2.674, -1.990, -5.573], [-2.354, -0.989, -4.664], [-1.489, 0.044, -5.040], [-0.969, 0.076, -6.326], [-1.104, 1.120, -4.085], [-0.393, 2.040, -4.430], [-1.645, 1.036, -2.690], [-1.255, 1.973, -1.740], [-1.772, 1.912, -0.455], [-2.698, 0.926, -0.121], [-3.084, -0.005, -1.068], [-2.544, 0.031, -2.342], [-2.951, -1.031, -3.307], [-3.730, -1.900, -2.968], [-0.887, -0.897, -8.229], [-2.390, -2.738, -7.556], [-3.342, -2.783, -5.269], [-0.309, 0.885, -6.606], [-0.539, 2.735, -2.011], [-1.460, 2.638, 0.283], [-3.119, 0.896, 0.878], [-3.809, -0.775, -0.850], [2.598, 3.940, -5.132], [3.770, 4.591, -5.497], [4.808, 4.718, -4.591], [4.673, 4.205, -3.309], [3.489, 3.563, -2.933], [2.458, 3.423, -3.855], [3.299, 3.042, -1.550], [2.268, 2.491, -1.213], [4.419, 3.234, -0.580], [4.263, 2.799, 0.730], [5.297, 2.953, 1.638], [6.493, 3.542, 1.244], [6.651, 3.985, -0.057], [5.616, 3.837, -0.970], [5.811, 4.346, -2.359], [6.856, 4.856, -2.695], [1.791, 3.830, -5.843], [3.875, 4.998, -6.494], [5.728, 5.215, -4.864], [1.551, 2.909, -3.574], [3.327, 2.342, 1.021], [5.178, 2.614, 2.657], [7.300, 3.658, 1.954], [7.572, 4.450, -0.380]]
}